1.
{"formula": "C42H65AlN4O3P2Si", "method": "ωB97M-V/def2-TZVPD", "fmax_ev_per_a": 1.236, "symbols": ["Al", "C", "C", "C", "P", "C", "C", "C", "C", "C", "C", "C", "C", "C", "C", "N", "C", "C", "C", "C", "C", "C", "C", "P", "C", "C", "C", "C", "C", "C", "H", "H", "H", "H", "H", "H", "H", "H", "H", "H", "H", "H", "H", "H", "H", "H", "H", "H", "H", "H", "H", "H", "H", "H", "H", "H", "H", "H", "H", "H", "H", "H", "H", "H", "H", "H", "H", "H", "H", "H", "C", "O", "C", "O", "H", "H", "H", "C", "Si", "C", "C", "N", "C", "C", "C", "C", "C", "C", "H", "H", "H", "H", "H", "H", "H", "H", "H", "H", "H", "H", "H", "H", "N", "C", "N", "C", "C", "O", "C", "C", "H", "H", "H", "H", "H", "H", "H", "H"], "coordinates": [[0.126, 0.118, 0.247], [-2.172, -1.724, -2.811], [-1.390, -0.420, -2.980], [-1.614, 0.185, -4.366], [-1.620, 0.707, -1.523], [-3.449, 0.838, -1.194], [-3.751, 1.986, -0.228], [-4.407, 0.899, -2.392], [-1.039, 2.306, -2.074], [-1.788, 3.175, -2.874], [-1.262, 4.330, -3.416], [-2.088, 5.278, -4.240], [0.094, 4.571, -3.172], [0.857, 3.742, -2.385], [0.303, 2.592, -1.766], [1.007, 1.719, -0.989], [2.245, 2.116, -0.494], [2.539, 3.375, 0.043], [3.812, 3.657, 0.502], [4.839, 2.715, 0.450], [6.228, 3.037, 0.934], [4.529, 1.451, -0.034], [3.243, 1.136, -0.471], [2.592, -0.480, -0.958], [3.791, -1.734, -0.310], [4.057, -1.504, 1.183], [5.098, -1.939, -1.082], [2.694, -0.395, -2.816], [4.009, 0.125, -3.404], [2.258, -1.672, -3.530], [-1.824, -2.467, -3.533], [-3.236, -1.574, -2.993], [-2.083, -2.139, -1.810], [-0.320, -0.642, -2.902], [-2.666, 0.411, -4.548], [-1.297, -0.535, -5.126], [-1.043, 1.101, -4.506], [-3.656, -0.094, -0.676], [-3.577, 2.955, -0.699], [-3.127, 1.946, 0.664], [-4.807, 1.942, 0.058], [-4.293, 1.802, -2.988], [-5.432, 0.907, -2.009], [-4.319, 0.049, -3.062], [-2.820, 2.936, -3.086], [-3.063, 4.848, -4.477], [-1.596, 5.522, -5.184], [-2.265, 6.220, -3.715], [0.569, 5.437, -3.625], [1.905, 3.971, -2.247], [1.758, 4.123, 0.107], [4.016, 4.641, 0.914], [6.350, 4.107, 1.101], [6.984, 2.725, 0.211], [6.449, 2.529, 1.876], [5.311, 0.706, -0.082], [3.228, -2.669, -0.388], [4.719, -0.660, 1.358], [4.546, -2.389, 1.598], [3.132, -1.321, 1.734], [5.644, -1.009, -1.242], [4.925, -2.391, -2.059], [5.749, -2.614, -0.519], [1.943, 0.383, -2.993], [3.831, 0.470, -4.426], [4.408, 0.967, -2.836], [4.770, -0.654, -3.451], [2.973, -2.484, -3.367], [2.216, -1.491, -4.608], [1.277, -2.027, -3.217], [1.883, 1.504, 2.899], [0.668, 2.166, 2.556], [-0.096, 1.676, 1.544], [-1.109, 2.320, 1.312], [2.364, 2.139, 3.639], [2.542, 1.404, 2.037], [1.687, 0.528, 3.343], [1.899, -4.131, 1.662], [0.432, -3.106, 1.012], [0.424, -3.460, -0.821], [-1.061, -4.005, 1.733], [0.408, -1.377, 1.390], [0.087, -1.214, 2.775], [-0.966, -0.417, 3.245], [-1.189, -0.240, 4.606], [-0.414, -0.889, 5.553], [0.617, -1.707, 5.110], [0.869, -1.851, 3.756], [2.297, -4.746, 0.848], [1.545, -4.814, 2.439], [2.731, -3.575, 2.080], [0.386, -4.553, -0.912], [1.311, -3.128, -1.356], [-0.455, -3.062, -1.323], [-0.851, -5.081, 1.713], [-1.969, -3.838, 1.151], [-1.248, -3.734, 2.776], [-1.605, 0.108, 2.550], [-1.981, 0.429, 4.922], [-0.598, -0.748, 6.611], [1.253, -2.216, 5.824], [1.715, -2.448, 3.447], [-2.362, -1.393, 0.617], [-3.249, -1.667, 1.310], [-4.260, -1.986, 2.096], [-5.619, -1.566, 1.739], [-6.053, -0.429, 2.648], [-5.924, -0.808, 4.007], [-4.568, -1.081, 4.334], [-4.044, -2.253, 3.525], [-6.284, -2.423, 1.870], [-5.636, -1.269, 0.691], [-7.100, -0.179, 2.483], [-5.442, 0.461, 2.445], [-4.533, -1.300, 5.400], [-3.955, -0.194, 4.137], [-4.586, -3.165, 3.782], [-2.980, -2.406, 3.698]], "forces_ev_per_a": [[0.843, 0.850, -0.309], [-0.051, -0.041, -0.025], [0.010, 0.002, -0.059], [0.005, 0.015, 0.042], [-0.209, -0.087, 0.242], [-0.034, 0.053, -0.090], [0.013, -0.019, 0.062], [0.047, 0.023, -0.019], [-0.063, 0.048, -0.169], [0.012, -0.067, 0.066], [0.052, 0.010, 0.003], [-0.047, 0.020, -0.036], [0.002, 0.030, -0.035], [0.003, -0.060, 0.053], [-0.071, 0.114, -0.108], [-0.003, -0.255, 0.269], [0.068, 0.004, 0.007], [-0.008, 0.006, 0.013], [-0.034, 0.050, 0.015], [-0.018, -0.038, -0.004], [0.050, -0.007, 0.017], [-0.074, 0.058, -0.007], [0.175, -0.039, 0.039], [-0.156, -0.119, -0.054], [0.118, -0.065, -0.075], [-0.044, -0.004, 0.011], [0.008, -0.003, 0.016], [0.043, 0.143, -0.005], [0.010, 0.047, 0.006], [0.035, -0.076, 0.001], [0.030, 0.005, 0.045], [0.028, 0.005, -0.051], [0.016, 0.011, 0.042], [0.026, -0.089, 0.003], [-0.009, 0.016, 0.018], [-0.015, 0.008, 0.031], [0.016, 0.010, 0.006], [-0.007, -0.065, -0.008], [0.022, -0.020, 0.018], [-0.056, 0.008, -0.065], [0.019, -0.009, -0.006], [-0.025, 0.002, 0.022], [0.026, -0.015, 0.016], [0.012, -0.007, -0.013], [-0.004, 0.020, -0.024], [0.017, -0.009, 0.011], [0.005, -0.010, 0.019], [0.015, -0.019, 0.008], [-0.018, -0.006, 0.011], [-0.029, -0.011, -0.008], [0.014, -0.024, 0.003], [0.007, -0.024, -0.007], [-0.023, -0.001, -0.007], [-0.019, -0.006, -0.001], [-0.012, 0.004, -0.013], [0.039, 0.002, 0.038], [-0.018, -0.052, 0.040], [0.000, 0.024, -0.024], [-0.038, -0.009, 0.020], [0.000, -0.008, -0.014], [0.004, -0.019, 0.023], [-0.010, 0.026, 0.005], [-0.023, 0.001, -0.017], [-0.066, -0.040, -0.028], [0.008, -0.017, 0.015], [-0.025, -0.037, -0.024], [-0.010, 0.013, 0.012], [-0.026, 0.022, 0.007], [0.012, -0.005, 0.021], [-0.005, 0.025, 0.034], [-0.096, 0.027, -0.023], [0.087, 0.095, -0.012], [-0.130, -0.027, 0.101], [0.025, 0.025, -0.035], [0.044, 0.013, -0.007], [0.020, -0.031, -0.024], [0.022, 0.018, -0.002], [-0.009, -0.022, 0.001], [0.015, 0.109, 0.059], [-0.100, -0.050, -0.060], [-0.036, -0.144, -0.071], [-0.365, -0.420, 0.226], [0.118, 0.011, -0.085], [-0.029, -0.017, 0.047], [0.003, 0.012, -0.045], [0.009, 0.002, -0.002], [-0.013, 0.001, -0.002], [-0.010, -0.004, -0.017], [-0.049, 0.019, 0.038], [0.022, 0.046, -0.019], [0.068, 0.067, -0.042], [-0.029, 0.068, -0.017], [0.045, 0.029, 0.032], [0.027, 0.026, -0.053], [0.003, 0.046, 0.015], [0.099, -0.022, 0.066], [0.026, 0.012, -0.057], [0.003, -0.059, -0.013], [0.056, -0.014, 0.001], [0.014, -0.007, -0.028], [-0.012, 0.003, -0.017], [-0.011, 0.015, 0.008], [-0.465, -0.250, 0.026], [0.035, 0.199, 0.099], [0.050, -0.118, -0.054], [0.041, -0.001, 0.008], [0.058, -0.004, 0.039], [0.004, -0.002, -0.030], [-0.025, 0.065, -0.054], [-0.011, 0.031, -0.072], [-0.014, -0.007, 0.012], [0.002, 0.016, -0.006], [-0.025, -0.014, 0.008], [0.009, 0.000, 0.005], [-0.015, -0.017, 0.015], [-0.036, -0.028, -0.012], [-0.010, -0.002, 0.012], [0.018, 0.010, 0.015]], "lowdin_charge": [0.32, -0.12, -0.51, -0.09, 1.12, -0.50, -0.10, -0.10, -0.29, -0.06, -0.29, -0.06, -0.04, -0.01, -0.29, -0.06, -0.34, -0.02, -0.03, -0.27, -0.05, -0.06, -0.30, 1.12, -0.51, -0.12, -0.10, -0.51, -0.10, -0.11, 0.09, 0.06, 0.03, 0.07, 0.07, 0.08, 0.07, 0.05, 0.08, 0.05, 0.07, 0.06, 0.08, 0.05, 0.08, 0.07, 0.08, 0.08, 0.11, 0.10, 0.13, 0.11, 0.07, 0.08, 0.08, 0.09, 0.07, 0.06, 0.08, 0.05, 0.06, 0.06, 0.08, 0.09, 0.08, 0.07, 0.06, 0.07, 0.08, 0.04, -0.05, -0.07, -0.47, -0.01, 0.10, 0.07, 0.07, -0.17, 0.43, -0.16, -0.16, -0.12, -0.38, -0.08, -0.09, -0.09, -0.08, -0.07, 0.03, 0.04, -0.01, 0.05, -0.01, 0.00, 0.04, 0.01, 0.03, 0.08, 0.10, 0.10, 0.10, 0.08, 0.19, -0.25, -0.06, -0.10, -0.18, -0.12, -0.18, -0.10, 0.13, 0.13, 0.13, 0.13, 0.13, 0.11, 0.13, 0.11]}


2.
{"formula": "C42H66Cl2FMoN3OSi3", "method": "ωB97M-V/def2-TZVPD", "fmax_ev_per_a": 4.180, "symbols": ["Mo", "C", "O", "Si", "C", "C", "C", "Si", "C", "C", "C", "Si", "C", "C", "C", "H", "H", "H", "H", "H", "H", "H", "H", "H", "H", "H", "H", "H", "H", "H", "H", "H", "H", "H", "H", "H", "H", "H", "H", "H", "H", "H", "C", "C", "C", "C", "C", "C", "C", "C", "C", "C", "C", "C", "N", "C", "C", "N", "C", "C", "C", "C", "C", "C", "C", "C", "C", "C", "C", "C", "H", "H", "H", "H", "H", "H", "H", "H", "H", "H", "H", "H", "H", "H", "H", "H", "H", "H", "H", "H", "H", "H", "H", "H", "H", "H", "H", "H", "H", "H", "H", "H", "H", "H", "H", "H", "F", "Cl", "C", "C", "C", "C", "C", "Cl", "C", "N", "H", "H", "H"], "coordinates": [[-0.355, -16.081, -11.574], [0.908, -18.171, -15.826], [0.442, -17.410, -14.804], [-0.608, -16.161, -14.888], [-2.195, -16.690, -15.667], [0.031, -15.032, -16.247], [-0.883, -15.435, -13.262], [1.844, -14.890, -12.173], [2.460, -14.640, -10.342], [3.087, -15.980, -13.116], [1.786, -13.294, -13.036], [-2.264, -14.218, -13.234], [-2.268, -13.197, -14.778], [-1.978, -12.992, -11.909], [-3.948, -14.962, -12.931], [1.704, -18.861, -15.531], [1.447, -17.589, -16.598], [0.144, -18.757, -16.305], [-2.933, -16.967, -14.924], [-2.136, -17.533, -16.323], [-2.638, -15.934, -16.288], [1.152, -15.071, -16.271], [-0.330, -13.936, -16.209], [-0.219, -15.463, -17.234], [1.677, -14.781, -9.580], [2.819, -13.580, -10.177], [3.321, -15.308, -10.006], [2.716, -16.564, -13.990], [3.488, -16.650, -12.296], [4.037, -15.329, -13.411], [1.209, -12.500, -12.507], [1.480, -13.455, -14.009], [2.808, -12.940, -13.158], [-2.805, -13.678, -15.540], [-1.336, -12.766, -15.088], [-2.962, -12.462, -14.439], [-1.063, -12.391, -12.003], [-2.034, -13.406, -10.868], [-2.900, -12.410, -11.961], [-4.401, -15.480, -13.781], [-4.613, -14.150, -12.656], [-4.028, -15.677, -12.074], [-8.676, -15.281, -6.394], [-8.148, -13.974, -7.041], [-9.311, -13.175, -7.679], [-7.427, -13.103, -5.911], [-8.163, -12.243, -5.091], [-7.637, -11.505, -4.102], [-6.241, -11.574, -3.930], [-5.449, -12.423, -4.702], [-3.920, -12.385, -4.539], [-3.142, -12.022, -5.856], [-3.315, -13.558, -3.847], [-6.082, -13.151, -5.699], [-5.328, -14.003, -6.572], [-5.083, -15.171, -6.168], [-4.520, -16.229, -7.056], [-4.009, -15.978, -8.209], [-3.624, -17.159, -8.923], [-2.382, -17.794, -8.625], [-1.920, -18.805, -9.415], [-2.665, -19.228, -10.484], [-3.895, -18.658, -10.817], [-4.446, -17.711, -10.005], [-5.777, -17.070, -10.242], [-6.421, -17.265, -11.587], [-6.619, -17.743, -9.129], [-1.424, -17.375, -7.473], [-1.808, -18.104, -6.191], [0.048, -17.544, -7.873], [-8.909, -16.057, -7.173], [-9.434, -15.065, -5.659], [-7.887, -15.795, -5.855], [-7.501, -14.312, -7.871], [-10.234, -13.149, -7.067], [-9.634, -13.798, -8.567], [-9.010, -12.208, -8.071], [-9.226, -12.172, -5.317], [-8.249, -10.847, -3.494], [-5.816, -10.952, -3.157], [-3.820, -11.575, -3.851], [-3.361, -12.742, -6.782], [-2.032, -12.034, -5.587], [-3.433, -11.016, -6.176], [-2.871, -14.287, -4.585], [-3.991, -13.984, -3.174], [-2.471, -13.274, -3.165], [-5.466, -15.498, -5.208], [-4.583, -17.234, -6.640], [-1.018, -19.274, -9.194], [-2.336, -20.251, -10.956], [-4.396, -19.012, -11.742], [-5.874, -16.033, -9.899], [-6.484, -18.270, -11.887], [-5.992, -16.689, -12.440], [-7.488, -16.964, -11.603], [-6.676, -18.809, -9.341], [-7.659, -17.426, -9.023], [-6.261, -17.689, -8.167], [-1.615, -16.363, -7.215], [-1.842, -19.241, -6.309], [-2.726, -17.714, -5.796], [-1.068, -17.953, -5.373], [0.229, -18.630, -7.995], [0.596, -17.322, -6.915], [0.425, -16.830, -8.539], [-1.220, -15.455, -9.929], [2.749, -18.211, -10.121], [1.857, -19.348, -11.028], [2.189, -20.695, -10.950], [1.472, -21.681, -11.607], [0.367, -21.315, -12.310], [0.095, -19.966, -12.472], [-1.202, -19.543, -13.469], [0.790, -18.929, -11.898], [0.303, -17.665, -11.856], [3.011, -21.007, -10.323], [1.791, -22.711, -11.620], [-0.265, -21.987, -12.821]], "forces_ev_per_a": [[-0.320, -0.027, -0.011], [1.621, -0.457, -1.676], [0.140, 0.483, 1.504], [0.136, -0.077, -1.762], [-0.910, -0.334, 0.656], [1.075, 1.434, -0.238], [0.213, -1.117, 1.159], [0.483, -1.480, 1.423], [1.188, 0.446, 0.440], [1.864, 0.515, 0.510], [0.376, 1.657, 1.900], [0.353, 0.136, 0.195], [-0.339, -0.245, 1.069], [-0.265, -0.028, 1.837], [-0.368, -0.932, 0.477], [-0.225, -0.154, 0.651], [-0.506, 0.175, 0.002], [-0.531, -0.292, -0.305], [-0.325, -0.116, 0.260], [0.489, -0.782, -0.402], [-0.147, 0.714, -0.145], [-0.705, 0.449, 0.248], [0.770, -1.949, -0.215], [-0.308, 0.195, 0.408], [0.059, -0.026, -0.339], [-0.290, -0.943, -0.274], [-1.036, 0.718, -0.678], [0.280, 0.472, 0.767], [-0.470, 0.285, -1.142], [-2.015, -1.190, 0.359], [0.274, -0.560, -0.609], [-1.207, -0.150, -2.154], [0.272, 0.134, 0.298], [-0.300, -0.788, -1.513], [0.243, 0.283, -0.066], [-0.417, 1.289, 0.098], [-0.481, -0.001, -0.080], [0.296, 0.130, -0.828], [0.222, 0.688, -0.033], [0.181, 0.141, -0.059], [-0.247, 0.344, -0.048], [0.523, 0.541, -0.568], [0.981, -0.489, -1.045], [-0.232, 0.667, 1.256], [-0.513, -1.883, -1.074], [-1.416, -0.448, -1.347], [-1.960, -1.176, -1.777], [1.713, 0.680, 0.901], [-0.554, -0.176, 0.209], [0.534, 0.841, 0.123], [-0.630, 0.595, -1.359], [0.199, -1.114, -0.583], [2.565, -0.697, -0.413], [1.188, -1.233, -0.556], [0.035, 0.252, 0.017], [-0.467, -0.035, -0.547], [0.698, 0.973, -0.678], [-0.988, -1.253, 1.022], [0.717, -1.645, -0.871], [-0.271, 2.051, 1.097], [-1.740, -0.135, -0.967], [0.371, -3.043, -1.008], [0.233, -1.196, -0.846], [1.764, 3.192, 0.956], [-1.330, -0.194, 1.796], [-0.941, 1.691, -1.048], [-1.913, -1.205, -2.047], [-0.829, -0.434, -0.899], [1.393, -1.886, 0.546], [-0.437, -1.288, 3.953], [-0.623, 0.950, 0.637], [-0.682, -0.166, -0.033], [0.413, 0.168, 0.318], [0.311, 0.671, 0.620], [0.664, 0.382, -0.012], [0.262, 0.721, 0.687], [-0.066, 0.157, 0.261], [0.083, 0.011, 0.228], [0.126, -0.076, -0.065], [0.367, -0.001, 0.045], [0.428, 0.936, 0.324], [0.573, 1.389, 2.267], [-1.375, 0.032, -0.625], [0.195, -0.121, 0.001], [-0.704, 0.372, 0.845], [-1.238, -1.187, 0.762], [-0.413, 0.084, -0.839], [0.160, -0.273, 0.442], [-0.068, -0.153, -0.171], [1.248, -0.826, 0.227], [-0.609, 2.391, 0.410], [0.163, 0.249, 0.891], [0.957, 0.241, -0.613], [0.283, -1.577, -0.299], [0.113, -0.428, 0.825], [0.480, 0.121, 0.459], [-0.047, -0.280, -0.076], [-0.106, 0.397, -0.528], [1.404, 0.428, 2.034], [-0.023, 1.312, -0.233], [-0.286, 1.419, 0.008], [-0.652, -0.171, 0.072], [-0.184, 0.133, -0.573], [0.440, 0.859, -0.649], [-0.193, -0.138, -0.732], [0.300, 0.429, -1.594], [0.807, -0.326, -1.370], [0.149, 0.338, 0.236], [-0.677, -0.736, -1.103], [0.536, 0.257, 0.426], [0.187, -0.088, 0.088], [0.236, 0.999, -0.386], [-0.385, -0.258, -0.495], [-1.281, 0.049, -0.818], [1.070, -0.574, 2.313], [0.075, 1.583, -0.111], [0.189, 0.215, 0.028], [0.038, -0.098, 0.383], [-0.464, -0.812, -0.436]], "lowdin_charge": [1.44, -0.20, -0.33, 0.23, -0.15, -0.16, -0.49, 0.46, -0.25, -0.22, -0.22, 0.31, -0.16, -0.19, -0.16, 0.09, 0.09, 0.07, 0.02, 0.03, 0.03, 0.04, 0.04, 0.04, -0.01, 0.03, 0.02, 0.02, -0.01, 0.07, 0.05, -0.01, 0.04, 0.02, 0.03, 0.03, 0.03, 0.04, 0.03, 0.03, 0.04, 0.04, -0.07, -0.33, -0.09, -0.12, -0.07, -0.08, -0.02, -0.13, -0.38, -0.06, -0.09, -0.20, 0.14, -0.12, -0.12, 0.16, -0.14, -0.15, -0.09, -0.11, -0.05, -0.16, -0.36, -0.07, -0.06, -0.37, -0.07, -0.08, 0.08, 0.07, 0.05, 0.12, 0.08, 0.09, 0.08, 0.11, 0.11, 0.11, 0.11, 0.11, 0.09, 0.06, 0.09, 0.05, 0.09, 0.13, 0.12, 0.08, 0.13, 0.12, 0.13, 0.05, 0.07, 0.09, 0.09, 0.08, 0.02, 0.11, 0.11, 0.04, 0.08, 0.08, 0.10, 0.02, -0.47, 0.76, -0.59, -0.11, -0.08, -0.11, -0.63, 0.81, -0.40, -0.20, 0.10, 0.11, 0.09]}


Values for HOMO level, Eh, ordered as above
-0.240; -0.299